53
Properties=species:S:1:pos:R:3:mulliken_charge:R:1 method="wB97M-V/def2-TZVPD" homo_energy_ev=-9.065 total_charge=0 e_tot_ha=-1334.71747 orbital_gap_ev=9.1 smiles="O=C(COC(=O)c1n[nH]c2ccccc12)NC(=O)N[C@]12C[C@H]3C[C@H](C[C@H](C3)C1)C2" relative_energy_kcal_mol=0.0
O 1.78 -1.80 -2.10 -0.763
O 4.83 -0.51 -0.72 -0.443
O 0.97 1.98 -0.64 -0.673
O 5.47 0.31 1.21 -0.591
N 2.29 0.28 -1.33 -0.012
N 1.75 -2.13 1.63 -0.312
N 2.63 -1.77 0.71 -0.229
N -0.01 0.14 -1.58 -0.277
C 2.05 -1.13 5.16 -0.402
C 2.07 -1.64 2.86 0.153
C -3.17 2.17 -2.06 0.518
C -1.79 0.66 0.03 -1.588
C -3.74 -0.26 -1.95 0.380
C 3.56 -1.03 1.30 0.285
C 3.26 -0.91 2.69 1.242
C 2.58 -1.01 -1.66 0.575
C 4.68 -0.38 0.62 0.168
C 4.06 -1.38 -1.52 -0.490
C -2.25 -0.61 -2.07 -1.713
C -4.01 1.05 -2.68 -1.459
C 1.44 -1.77 4.10 -0.892
C -1.41 0.51 -1.45 1.031
C -3.54 2.33 -0.59 -1.359
C -1.69 1.82 -2.18 -1.475
C 3.86 -0.28 3.79 -0.524
C 3.24 -0.40 5.01 -0.651
C 1.01 0.88 -1.15 0.173
C -4.11 -0.10 -0.48 -1.450
C -3.27 1.01 0.15 0.503
H -1.98 -0.73 -3.12 0.542
H 0.53 -2.33 4.22 0.418
H 3.67 0.08 5.87 0.392
H 3.05 0.87 -1.02 0.320
H 4.11 -2.41 -1.16 0.328
H -2.05 -1.55 -1.56 0.563
H -3.93 -1.04 0.05 0.470
H -4.33 -1.06 -2.40 0.244
H 0.22 -0.78 -1.96 0.615
H -3.37 3.11 -2.59 0.243
H -1.08 2.61 -1.74 0.530
H -2.95 3.13 -0.14 0.504
H -3.53 1.12 1.20 0.248
H 4.52 -1.33 -2.51 0.412
H 4.77 0.29 3.65 0.530
H 0.96 -2.70 1.37 0.201
H -1.18 1.45 0.47 0.506
H -5.17 0.14 -0.38 0.508
H 1.61 -1.20 6.14 0.386
H -1.57 -0.27 0.56 0.438
H -3.76 0.95 -3.74 0.469
H -1.41 1.72 -3.23 0.421
H -5.07 1.30 -2.61 0.500
H -4.60 2.59 -0.49 0.488

***

55
Properties=species:S:1:pos:R:3:mulliken_charge:R:1 method="wB97M-V/def2-TZVPD" homo_energy_ev=-8.247 total_charge=0 e_tot_ha=-1444.21269 orbital_gap_ev=8.8 smiles="Cc1cc(C)n(-c2nc3c(c(=O)[nH]c(=O)n3C)n2C[C@@H](O)COc2ccccc2C)n1" relative_energy_kcal_mol=10.9
O 3.44 0.13 2.08 -0.742
O 1.11 0.68 -2.75 -0.394
O 0.64 1.37 5.42 -0.663
O 4.03 0.32 -0.67 -0.642
N -0.43 -2.19 -1.56 -1.231
N -0.36 0.53 3.56 -0.014
N -1.12 -0.45 1.49 -0.403
N 0.87 -0.69 0.49 0.121
N -1.11 -1.47 -0.64 1.009
N 1.96 0.74 3.70 -0.036
C -1.21 0.93 -2.94 0.850
C 2.37 0.98 -2.21 -1.372
C -3.47 -0.88 0.02 -1.361
C -2.47 2.26 -1.38 -1.024
C 2.28 0.23 2.44 0.023
C 1.09 -0.13 1.74 0.122
C -1.69 0.65 4.10 -1.040
C -1.31 2.62 -0.74 -0.639
C -1.13 0.08 -4.17 -1.741
C -0.16 0.01 2.32 0.695
C -2.63 -2.34 -1.95 -1.568
C -0.47 -0.86 0.41 0.249
C -0.96 -3.59 -3.49 -1.357
C -1.33 -2.72 -2.36 0.655
C -2.47 -1.55 -0.84 1.267
C -2.41 1.43 -2.49 -0.091
C -0.03 1.27 -2.26 0.886
C -0.09 2.13 -1.18 -0.633
C 0.73 0.91 4.31 0.459
C 2.64 0.46 -0.78 0.426
C 1.90 -0.88 -0.49 -0.678
H -1.32 -4.61 -3.32 0.383
H 0.12 -3.62 -3.59 0.339
H -3.42 2.64 -1.04 0.386
H 2.29 1.20 -0.05 0.376
H -1.62 1.13 5.07 0.415
H -2.31 1.25 3.42 0.287
H -3.23 0.18 0.12 0.212
H 4.22 0.19 0.28 0.524
H -2.14 -0.34 4.20 0.306
H 2.75 1.01 4.27 0.257
H -3.56 -2.62 -2.41 0.454
H -3.32 1.16 -3.01 0.409
H 0.81 2.45 -0.67 0.441
H 2.64 -1.59 -0.10 0.337
H 3.08 0.48 -2.87 0.428
H 2.57 2.06 -2.24 0.345
H -0.75 0.67 -5.01 0.456
H -4.45 -0.99 -0.42 0.382
H -1.33 3.29 0.11 0.449
H -3.46 -1.31 1.01 0.311
H -1.40 -3.23 -4.42 0.306
H -0.43 -0.75 -4.01 0.259
H 1.45 -1.29 -1.39 0.402
H -2.11 -0.32 -4.43 0.404

***

52
Properties=species:S:1:pos:R:3:mulliken_charge:R:1 method="wB97M-V/def2-TZVPD" homo_energy_ev=-4.091 total_charge=-1 e_tot_ha=-1643.77215 orbital_gap_ev=7.0 smiles="COc1ccc([C@@H](N=[S@@](=O)([O-])c2ccc(C)cc2)C(C)(C(C)=O)C(C)=O)cc1" relative_energy_kcal_mol=0.7
S 0.91 -1.84 1.09 1.486
O 2.04 -1.69 1.99 -0.734
O -5.44 1.96 -0.14 -0.441
O -0.82 3.07 -0.10 -0.586
O 2.78 1.10 0.80 -0.596
O -0.17 -2.71 1.49 -0.789
N 0.41 -0.44 0.48 -0.293
C 3.42 -4.34 -3.86 -1.407
C 2.81 -3.70 -2.64 1.131
C 1.29 2.64 -0.98 -1.457
C -1.74 0.56 1.01 -0.553
C -0.25 0.45 1.40 -1.422
C -2.13 0.33 -0.30 -0.438
C 1.99 1.34 1.70 0.387
C -2.68 0.96 1.96 -0.434
C -3.40 0.72 -0.74 -0.518
C 0.49 1.73 1.45 3.142
C 1.64 -2.55 -0.39 -0.305
C -0.06 2.65 2.52 -2.623
C 3.20 -2.43 -2.21 -0.913
C 1.26 -3.84 -0.78 -0.424
C -4.28 1.33 0.19 0.875
C 2.62 -1.84 -1.08 -0.230
C 2.43 1.20 3.12 -1.492
C 0.25 2.51 0.07 0.382
C -5.80 2.08 -1.53 -0.806
C 1.84 -4.40 -1.91 -0.591
C -3.95 1.34 1.56 -0.675
H -0.03 2.18 3.51 0.519
H 1.53 3.70 -1.07 0.350
H -1.40 -0.09 -1.00 0.437
H 0.51 -4.37 -0.20 0.441
H 2.92 -0.85 -0.74 0.343
H 2.19 2.07 -0.78 0.273
H -2.39 1.05 3.01 0.465
H 1.84 1.76 3.85 0.371
H 0.87 2.30 -1.93 0.309
H -5.98 1.09 -1.97 0.307
H -1.10 2.91 2.30 0.624
H -0.23 -0.01 2.40 1.016
H 2.66 -4.55 -4.61 0.310
H -3.66 0.62 -1.79 0.301
H -4.68 1.73 2.28 0.357
H -5.02 2.61 -2.11 0.325
H 2.40 0.13 3.39 0.256
H 3.98 -1.89 -2.77 0.242
H -6.72 2.66 -1.50 0.237
H 3.91 -5.29 -3.61 0.319
H 0.54 3.58 2.53 0.412
H 4.17 -3.67 -4.30 0.334
H 3.47 1.54 3.17 0.452
H 1.55 -5.40 -2.23 0.322

***

47
Properties=species:S:1:pos:R:3:mulliken_charge:R:1 method="wB97M-V/def2-TZVPD" homo_energy_ev=-11.928 total_charge=+1 e_tot_ha=-1267.31760 orbital_gap_ev=9.5 relative_energy_kcal_mol=0.0
S 1.56 0.81 -1.35 -0.283
N -0.75 -1.34 -1.59 1.075
C 4.88 0.70 0.95 -0.527
C -1.58 -0.68 -2.63 -0.667
C -2.28 2.46 1.80 -0.758
C 4.05 0.86 -0.14 -0.506
C -0.03 -2.49 -2.17 -0.993
C 0.68 2.17 -0.50 -1.281
C -0.26 0.59 1.31 1.506
C 3.05 -0.15 2.25 -0.314
C -0.78 -2.40 0.70 -1.407
C -1.20 0.39 2.32 -0.694
C 2.20 -0.01 1.16 -0.840
C 0.55 -1.74 0.96 -1.035
C -2.32 0.50 -2.09 0.157
C -1.57 -1.71 -0.42 -0.708
C -0.32 1.77 0.56 1.075
C -3.63 0.67 -2.22 -0.955
C -1.34 2.68 0.81 -0.660
C 4.38 0.21 2.15 -0.801
C -2.20 1.31 2.57 -0.887
C 2.72 0.51 -0.02 0.512
C 0.79 -0.44 1.15 0.479
H 0.19 2.74 -1.29 0.564
H -1.39 3.59 0.22 0.501
H 4.42 1.25 -1.08 0.476
H -4.12 1.55 -1.85 0.305
H -2.02 -0.79 -0.04 0.484
H -0.73 -3.27 -2.45 0.413
H -2.28 -1.41 -3.04 0.482
H -2.91 1.13 3.36 0.458
H -0.01 -0.64 -1.28 -0.831
H 5.03 0.10 3.00 0.425
H -1.12 -0.50 2.93 0.555
H 0.52 -2.17 -3.05 0.344
H 1.41 -2.40 0.93 0.633
H -1.72 1.26 -1.61 0.290
H 1.46 2.80 -0.06 0.698
H -0.61 -3.45 0.45 0.395
H -0.91 -0.35 -3.43 0.332
H 5.92 0.98 0.88 0.418
H -4.25 -0.06 -2.71 0.283
H -2.37 -2.37 -0.76 0.466
H 0.68 -2.89 -1.45 0.362
H 2.65 -0.55 3.18 0.506
H -3.05 3.18 1.98 0.454
H -1.40 -2.39 1.59 0.497